[1]
Here is a cluster of 12 separate species, C13H50N6O12 in total in a non-equilibrium geometry from the OMol25 dataset. Energies are from wB97M-V/def2-TZVPD.

Last column: Mulliken charge in e.
Geometry (Å):
N: -11.81500 -6.41000 -13.80400  -0.19
C: -11.71600 -6.86900 -12.55300  0.37
N: -12.71300 -7.58500 -12.28800  -0.36
O: -10.70500 -6.76600 -11.70500  -0.76
H: -11.08200 -5.75000 -14.05300  0.23
H: -12.69400 -6.32200 -14.35700  0.30
H: -12.86100 -7.63400 -11.28300  0.23
H: -13.49000 -7.59300 -12.92700  0.50
N: -14.09400 -6.66000 -15.27100  -0.07
C: -14.97900 -6.60400 -14.30300  0.38
N: -15.00700 -7.72600 -13.70600  -0.42
O: -15.76800 -5.44300 -14.04200  -0.66
H: -14.26000 -5.89500 -15.90000  -0.30
H: -13.76000 -7.59800 -15.60900  0.21
H: -15.86700 -7.84300 -13.08700  0.31
H: -14.63700 -8.64000 -14.06800  0.27
N: -9.41000 -8.48700 -16.92800  -0.38
C: -10.23600 -7.72500 -17.63700  0.42
N: -11.03400 -8.37900 -18.45700  -0.23
O: -10.47300 -6.40200 -17.24200  -0.58
H: -8.54700 -8.03400 -16.65300  0.28
H: -9.36100 -9.38300 -17.27600  0.17
H: -11.88400 -7.84600 -18.89400  0.13
H: -11.04100 -9.37000 -18.67100  0.21
C: -14.63300 -2.00000 -19.14300  0.17
C: -15.15900 -1.97000 -20.53700  -0.19
O: -14.10600 -1.51600 -21.41900  -0.56
H: -13.72400 -2.59600 -18.99900  -0.31
H: -15.43100 -2.30500 -18.38300  -0.16
H: -14.45000 -0.95000 -18.84200  0.32
H: -16.06100 -1.25500 -20.59200  0.23
H: -15.45000 -2.98100 -20.85700  0.17
H: -13.42500 -2.15900 -21.56600  0.11
C: -15.37900 -1.71300 -15.46800  -0.32
O: -15.39600 -2.81700 -14.69500  -0.70
H: -16.21200 -1.77800 -16.26300  0.01
H: -14.40400 -1.55500 -15.93900  0.10
H: -15.36200 -0.72300 -14.95000  0.45
H: -15.28700 -3.53800 -15.34300  0.20
C: -10.41400 -2.70900 -19.49900  -0.39
O: -11.42600 -1.71400 -19.38800  -0.47
H: -9.63900 -2.71300 -18.75500  0.30
H: -9.91700 -2.63400 -20.50700  0.29
H: -10.95000 -3.61500 -19.28600  -0.01
H: -11.41500 -1.23800 -20.26000  0.30
C: -13.04000 -4.53200 -17.32300  -0.75
O: -14.45400 -4.35600 -16.85400  0.96
H: -12.53700 -3.58900 -17.30900  0.37
H: -13.01800 -4.97100 -18.37200  -0.30
H: -12.45400 -5.12900 -16.70200  0.41
H: -15.03100 -4.59500 -17.61800  -0.21
C: -14.34300 -8.41400 -19.71200  -0.95
O: -13.59800 -7.40900 -18.89700  -0.26
H: -15.16800 -8.89500 -19.21400  0.32
H: -13.67100 -9.15400 -19.95300  0.43
H: -14.88500 -8.12300 -20.59300  0.31
H: -14.15400 -6.59000 -18.79700  0.18
C: -11.71500 -2.89600 -14.16600  -0.02
O: -12.83300 -2.29200 -13.61100  -0.64
H: -11.97900 -3.95800 -14.29200  -0.29
H: -10.93900 -2.61800 -13.45900  0.33
H: -11.63000 -2.36600 -15.08100  0.21
H: -13.64800 -2.59300 -14.05100  0.33
C: -11.72600 -4.30400 -22.14500  -0.81
O: -12.27600 -4.85200 -21.01900  -0.14
H: -10.63800 -4.25600 -21.95600  0.31
H: -12.12700 -3.26800 -22.33500  0.22
H: -11.60000 -4.84400 -23.07100  0.31
H: -11.82800 -5.74900 -20.98900  0.17
C: -16.28100 -5.22700 -19.87200  -1.09
O: -15.87500 -5.69100 -18.56800  -0.28
H: -15.51600 -5.27300 -20.58500  0.27
H: -16.70500 -4.27800 -19.87200  0.37
H: -16.96300 -6.04200 -20.18000  0.53
H: -16.63900 -6.11800 -18.23600  0.15
C: -18.97400 -3.31300 -16.60500  -0.79
O: -17.85400 -4.13000 -16.71200  -0.34
H: -19.76800 -4.04600 -16.21800  0.22
H: -19.16400 -2.65500 -17.43600  0.29
H: -18.62100 -2.64500 -15.84200  0.33
H: -17.39600 -4.13100 -15.84800  0.25

- F_max: 9.006 eV Å⁻¹
- Total energy: -47794.911 eV
- HOMO: -8.491 eV
- Structure (SMILES): NC(N)=O.NC(N)=O.NC(N)=O.CCO.CO.CO.CO.CO.CO.CO.CO.CO

=====

[2]
Here is a structure of composition C30H70F6KNO18S2 in a non-equilibrium geometry from the OMol25 dataset. Energies are from wB97M-V/def2-TZVPD.

Last column: Mulliken charge in e.
Geometry (Å):
K: 2.47841 -1.18212 -4.42506  0.91
C: 0.07856 0.11653 -0.18200  0.79
F: -0.48868 0.05375 0.95529  0.02
F: -0.72619 0.80258 -1.00816  -0.28
F: 1.11036 0.91515 -0.07485  -0.24
S: 0.58735 -1.51300 -1.07052  0.91
O: 0.54647 -2.63036 -0.09708  -0.52
O: -0.29695 -1.69285 -2.23289  -0.72
N: 2.14103 -1.12579 -1.71920  -0.20
S: 3.11831 -1.67629 -0.64269  0.89
O: 2.98041 -1.30793 0.75149  -0.52
O: 3.44979 -3.07489 -0.86522  -0.60
C: 4.72655 -0.78008 -1.18439  0.37
F: 5.71975 -1.43626 -0.62280  -0.18
F: 4.82034 -0.76951 -2.56332  -0.26
F: 4.79185 0.49402 -0.70033  -0.16
C: -2.67055 -6.70396 -5.83527  -0.47
O: -3.32662 -5.85484 -4.92337  -0.40
C: -2.62027 -4.61655 -4.57934  -0.63
C: -1.04734 -4.47938 -4.69267  0.30
O: -0.58967 -4.44373 -6.01321  -0.38
C: 0.76492 -4.48666 -6.22809  -0.50
H: -3.15499 -7.67020 -5.97593  0.26
H: -1.72095 -6.98200 -5.37803  0.14
H: -2.58896 -6.17173 -6.78299  0.25
H: -2.89405 -4.14552 -3.63525  0.35
H: -2.92599 -3.96026 -5.39416  0.37
H: -0.57107 -5.37023 -4.28320  -0.16
H: -0.73491 -3.60650 -4.11947  0.33
H: 0.98683 -4.61350 -7.28769  0.31
H: 1.27618 -5.18356 -5.56396  0.32
H: 1.39234 -3.63101 -5.97847  -0.02
C: 1.06667 -5.58682 -0.58872  -0.47
O: 1.58241 -6.73472 -1.23212  -0.39
C: 0.60441 -7.68603 -1.75953  0.06
C: 1.19607 -9.06879 -2.13582  -0.49
O: 0.28506 -9.78512 -2.98237  -0.34
C: 1.05130 -10.98722 -3.47359  -0.71
H: 0.25594 -5.76135 0.11864  0.32
H: 0.83549 -4.92688 -1.42487  0.17
H: 1.89777 -5.17979 -0.01279  0.19
H: 0.12277 -7.20743 -2.61222  -0.25
H: -0.19414 -7.72238 -1.01852  0.34
H: 1.31514 -9.59815 -1.19046  0.29
H: 2.19402 -8.97372 -2.56378  0.37
H: 1.69028 -10.55537 -4.24385  0.30
H: 0.38822 -11.71941 -3.93439  0.26
H: 1.59075 -11.46191 -2.65399  0.29
C: -7.76770 4.34198 2.01791  -0.74
O: -7.13142 3.06903 2.26243  -0.36
C: -5.69531 3.24202 2.10021  -0.37
C: -5.40528 1.87288 1.59077  -0.49
O: -4.27518 1.92132 0.78398  -0.14
C: -3.92774 0.68893 0.25497  -0.63
H: -7.31014 5.24439 2.42337  0.31
H: -8.74401 4.11517 2.44626  0.27
H: -7.82574 4.52638 0.94520  0.30
H: -5.11852 3.31971 3.02183  0.17
H: -5.34548 4.03338 1.43731  0.33
H: -6.21648 1.56260 0.93215  0.52
H: -5.28761 1.17663 2.42114  0.21
H: -4.79009 0.08372 -0.02467  0.38
H: -3.25960 0.13356 0.91319  0.07
H: -3.32958 0.77992 -0.65168  0.16
C: -1.25934 7.14602 2.66995  -0.92
O: -1.66055 5.92824 2.05835  -0.15
C: -2.33203 6.17855 0.86033  -0.89
C: -2.42196 5.05016 -0.13305  -0.21
O: -1.19522 4.69925 -0.78056  -0.44
C: -0.10591 4.31761 0.02268  0.38
H: -2.07538 7.85968 2.78334  0.35
H: -0.39699 7.59857 2.18041  0.34
H: -0.86979 6.93328 3.66548  0.24
H: -1.83591 7.00112 0.34520  0.42
H: -3.28668 6.65889 1.07479  0.61
H: -3.12310 5.40375 -0.88901  0.34
H: -2.79740 4.23232 0.48199  0.06
H: 0.74715 4.18680 -0.64312  -0.30
H: -0.36545 3.38675 0.52688  -0.12
H: 0.05344 5.15502 0.70199  0.34
C: -2.15895 1.84188 3.43910  -0.25
O: -1.49870 0.76054 4.19708  -0.41
C: -2.25332 -0.46689 4.30093  0.01
C: -1.51210 -1.47816 5.16558  -0.96
O: -1.15415 -1.01991 6.40533  -0.37
C: -2.31469 -0.79449 7.22987  -0.81
H: -3.09534 2.24233 3.82757  0.44
H: -2.40251 1.42812 2.46053  -0.07
H: -1.39514 2.56407 3.15077  0.12
H: -2.38552 -0.93847 3.32716  0.16
H: -3.23823 -0.35657 4.75468  0.35
H: -0.60900 -1.82512 4.66346  0.40
H: -2.03909 -2.42711 5.26491  0.48
H: -2.22912 -0.99153 8.29848  0.31
H: -3.14143 -1.46352 6.99109  0.34
H: -2.76188 0.19693 7.15796  0.26
C: 2.70960 2.61773 -2.33687  -0.81
O: 2.52186 3.99456 -2.25042  -0.15
C: 3.01299 4.79926 -3.30726  -0.53
C: 3.15813 6.31207 -2.72313  -0.46
O: 4.21979 6.37271 -1.81580  -0.46
C: 4.13837 5.62866 -0.56804  -0.37
H: 2.64108 2.05530 -1.40570  -0.14
H: 3.72113 2.33522 -2.62857  0.48
H: 2.05784 2.23311 -3.12132  0.36
H: 2.38956 4.87509 -4.19816  0.34
H: 3.96480 4.35657 -3.60082  0.35
H: 2.29405 6.76952 -2.24127  0.27
H: 3.30488 7.00454 -3.55202  0.38
H: 4.74186 4.72105 -0.58013  0.18
H: 3.09496 5.51442 -0.27421  0.11
H: 4.72912 6.25163 0.10354  0.31
C: 6.67356 1.18714 4.22431  -0.81
O: 5.26639 1.59141 4.10622  -0.38
C: 4.65005 0.92534 3.01262  -0.72
C: 3.10542 0.96382 2.78574  0.56
O: 2.65832 2.29945 3.24544  -0.47
C: 1.67054 2.86501 2.45616  -0.12
H: 6.79162 1.07041 5.30159  0.31
H: 7.43706 1.93384 4.00616  0.29
H: 7.00906 0.20394 3.89435  0.31
H: 4.93498 -0.12664 2.99642  0.39
H: 5.18305 1.39073 2.18351  0.27
H: 2.76276 0.12229 3.38783  0.25
H: 3.05227 0.86432 1.70159  -0.35
H: 1.88671 3.12127 1.41901  -0.01
H: 1.59943 3.86666 2.88011  0.38
H: 0.66855 2.44164 2.52583  -0.01

- F_max: 4.999 eV Å⁻¹
- Total energy: -124875.906 eV
- HOMO: -8.884 eV

=====

[3]
Here is a structure of composition C30H46BrN3P2Pd in a non-equilibrium geometry from the OMol25 dataset. Energies are from wB97M-V/def2-TZVPD.

Last column: Mulliken charge in e.
Geometry (Å):
N: -5.32229 -1.20454 3.65818  0.14
C: -4.31013 -0.46347 4.15574  -0.45
C: -3.55351 0.41593 3.37467  -0.34
C: -3.84653 0.58261 2.00106  0.65
C: -4.89317 -0.23163 1.48038  -0.18
C: -5.61220 -1.06919 2.35086  -0.60
C: -3.18808 1.59490 1.20618  -0.20
Pd: 0.41700 -0.53816 -0.60661  0.21
P: 2.16306 0.63084 -1.20956  0.31
C: -3.33800 1.60930 -0.16384  -0.37
C: -2.45526 2.33539 -1.06706  0.07
C: -2.34921 1.95984 -2.44758  -0.43
C: -1.36494 2.47866 -3.28954  -0.38
C: -0.39769 3.30770 -2.70376  -0.08
C: -0.47945 3.78682 -1.38667  -0.84
C: -1.51056 3.28029 -0.57361  -0.43
Br: 1.16495 3.79310 -3.79192  0.11
H: -2.45203 2.22472 1.71289  0.33
H: -3.86008 0.74688 -0.61880  0.26
H: -2.70871 0.95991 3.79996  0.48
H: -5.12523 -0.26219 0.40974  0.55
H: -4.07644 -0.63250 5.22110  0.43
H: -6.42371 -1.70986 1.94433  0.44
H: -3.03017 1.21658 -2.85369  0.61
H: -1.51699 3.55631 0.47257  1.07
H: -1.31063 2.26694 -4.36966  0.49
H: 0.24259 4.51834 -1.01768  0.55
P: -0.65551 -2.49901 -0.35541  0.79
C: 2.53115 2.18765 -0.37298  0.44
C: 3.38448 3.11807 -1.23220  -0.84
H: 3.00038 1.99077 0.60784  0.53
H: 1.55492 2.65098 -0.16056  -0.28
H: 3.69088 4.01752 -0.68148  0.43
H: 4.30753 2.64886 -1.59790  0.33
H: 2.78893 3.46552 -2.09186  -0.11
C: 1.71786 0.62058 -2.98297  1.04
C: 2.86662 0.63470 -3.98887  -1.59
H: 1.10872 1.53296 -3.10665  -0.93
H: 1.04389 -0.24636 -3.15309  0.12
H: 2.45027 0.87424 -4.97408  0.45
H: 3.60392 1.41361 -3.76703  0.36
H: 3.36953 -0.33451 -4.07763  0.41
C: 3.32650 -0.71019 -0.88380  -0.01
C: 4.76010 -0.27930 -1.13882  -1.48
H: 3.02854 -1.57252 -1.50530  0.38
H: 3.14810 -0.98812 0.17007  0.18
H: 5.43078 -1.13117 -0.99399  0.45
H: 4.90329 0.07793 -2.16489  0.31
H: 5.06139 0.50142 -0.43666  0.37
C: 0.30823 -3.78683 0.47305  -0.87
C: 1.81354 -3.64517 0.29614  -1.18
H: -0.08852 -4.69408 -0.00950  0.65
H: 0.01857 -3.77885 1.53675  0.50
H: 2.28328 -4.57068 0.64331  0.46
H: 2.11014 -3.49597 -0.74732  0.30
H: 2.21698 -2.81205 0.88544  0.14
C: -0.51569 -2.83046 -2.14102  -0.83
C: -1.48516 -1.95534 -2.92449  -0.83
H: -0.70417 -3.90659 -2.22372  0.62
H: 0.52925 -2.59481 -2.41167  0.34
H: -1.33336 -2.11944 -3.99474  0.43
H: -2.52623 -2.19805 -2.69331  0.33
H: -1.33608 -0.88239 -2.73142  -0.01
C: -2.38195 -2.64748 0.17119  -0.15
C: -2.58495 -3.02855 1.63547  -1.27
H: -2.77813 -3.42913 -0.50364  0.62
H: -2.88594 -1.68834 -0.04589  -0.10
H: -3.63926 -3.28738 1.77868  0.39
H: -1.98377 -3.89615 1.92419  0.42
H: -2.35367 -2.20704 2.32579  0.22
N: 1.47107 -1.42786 2.59133  -0.11
C: 1.47836 -0.07008 2.87874  0.58
C: 2.36665 0.41104 3.86951  -0.97
C: 2.31424 1.76381 4.15334  -0.64
C: 1.41549 2.58089 3.47270  -1.07
C: 0.63213 2.01560 2.45627  -0.17
N: 0.66292 0.70800 2.15863  0.44
H: 0.58343 -1.71431 2.22232  -0.16
H: 1.89741 -2.06093 3.26931  0.29
H: 3.00269 -0.32282 4.36429  0.48
H: 2.93858 2.16260 4.95937  0.47
H: 1.29354 3.63518 3.71271  0.50
H: -0.02448 2.64650 1.84872  0.45

- Multiplicity: 5
- F_max: 5.364 eV Å⁻¹
- Total energy: -128381.393 eV
- HOMO (alpha / beta): -18.295 / -18.278 eV
- Net charge: +4

=====

[4]
Here is an isolated molecule of C3H5NOS2 in a non-equilibrium geometry from the OMol25 dataset. Energies are from wB97M-V/def2-TZVPD.

Last column: Mulliken charge in e.
Geometry (Å):
C: 1.19157 -0.77172 0.22033  -0.85
N: 0.02317 -0.08479 0.37724  0.15
C: -0.19237 0.62521 1.57752  0.13
O: -1.22054 1.12151 2.03267  -0.50
S: -1.32628 -0.63754 -0.39477  0.02
C: -1.49229 0.44241 -1.75689  -0.25
S: -0.31498 1.52717 -2.17851  -0.22
H: 2.00614 -0.62858 1.03150  0.30
H: 1.00132 -1.82661 0.10000  0.34
H: 1.80919 -0.48776 -0.75506  0.22
H: 0.72352 0.59802 2.17670  0.29
H: -2.20845 0.12268 -2.43073  0.37

- F_max: 6.282 eV Å⁻¹
- Total energy: -28398.402 eV
- HOMO: -8.993 eV
- Structure (SMILES): CN(C=O)SC=S

=====

Energy relative to the best compared isomer or geometry (same formula, charge and spin) per entry: 3.274; 0.000; 0.197; 1.828 eV